(1)
ORCA calculation (ωB97M-V/def2-TZVPD) on a structure of composition C57H51GaN7OP2.

Results
net charge	+1
gap between HOMO and LUMO	0.2608	Ha
E_HOMO	-10.113	eV

Structure (XYZ):
```
119
C57H51GaN7OP2 (ωB97M-V/def2-TZVPD)
Ga -1.243 0.001 -1.402
N 2.039 0.425 0.997
P 0.469 0.355 1.638
C 0.532 1.752 2.850
C -0.503 2.681 2.912
C -0.485 3.730 3.828
C 0.583 3.857 4.699
C 1.633 2.946 4.641
C 1.607 1.908 3.727
C 0.681 -1.050 2.792
C 1.497 -2.121 2.431
C 1.690 -3.185 3.302
C 1.054 -3.202 4.533
C 0.224 -2.148 4.895
C 0.045 -1.077 4.033
P 2.494 0.640 -0.656
C 4.138 -0.148 -0.627
C 4.548 -0.750 -1.811
C 5.803 -1.337 -1.906
C 6.652 -1.339 -0.811
C 6.251 -0.740 0.378
C 5.005 -0.141 0.466
C 2.974 2.412 -0.687
C 3.124 3.197 0.454
C 3.429 4.546 0.345
C 3.594 5.125 -0.907
C 3.462 4.348 -2.049
C 3.144 3.001 -1.938
H 2.742 -0.013 1.580
H -1.303 2.645 2.181
H -1.289 4.455 3.842
H 0.608 4.670 5.412
H 2.472 3.049 5.316
H 2.429 1.201 3.701
H 1.970 -2.144 1.457
H 2.329 -4.007 3.008
H 1.207 -4.029 5.214
H -0.265 -2.150 5.861
H -0.560 -0.236 4.354
H 3.874 -0.779 -2.659
H 6.107 -1.807 -2.832
H 7.627 -1.803 -0.880
H 6.917 -0.727 1.230
H 4.740 0.361 1.391
H 2.978 2.754 1.431
H 3.539 5.148 1.239
H 3.827 6.179 -0.992
H 3.594 4.795 -3.026
H 3.023 2.402 -2.835
N 0.821 7.052 -2.565
C 0.538 5.955 -2.384
C 0.184 4.579 -2.148
C 0.012 4.110 -0.856
C -0.307 2.781 -0.683
N -0.474 1.919 -1.690
C -0.294 2.382 -2.938
C 0.036 3.692 -3.206
H 0.137 4.754 0.002
H -0.433 2.398 0.314
H -0.406 1.667 -3.737
H 0.177 4.012 -4.228
N -3.013 -0.554 -5.049
C -2.800 0.230 -3.975
O -1.711 -0.010 -3.325
C -3.731 1.238 -3.670
C -3.569 2.142 -2.599
N -3.450 2.890 -1.726
C -4.927 1.302 -4.434
N -5.907 1.311 -5.041
H -2.405 -1.342 -5.189
H -3.863 -0.483 -5.585
C -0.720 -6.582 0.776
C -0.641 -6.170 -0.548
C -0.633 -4.821 -0.860
C -0.700 -3.858 0.149
C -0.820 -4.285 1.469
C -0.815 -5.636 1.785
C -0.783 -2.410 -0.161
C -0.208 -1.676 -1.131
C 0.884 -2.188 -2.000
C 0.959 -1.842 -3.349
C 1.948 -2.367 -4.170
C 2.903 -3.230 -3.651
C 2.876 -3.540 -2.298
C 1.883 -3.018 -1.485
H -0.723 -7.637 1.018
H -0.592 -6.904 -1.342
H -0.574 -4.506 -1.894
H -0.913 -3.549 2.261
H -0.894 -5.948 2.818
H -1.537 -1.914 0.450
H 0.220 -1.170 -3.768
H 1.972 -2.100 -5.219
H 3.670 -3.646 -4.292
H 3.633 -4.186 -1.873
H 1.876 -3.268 -0.431
C -3.211 -0.411 2.628
N -3.573 1.016 2.384
C -4.835 1.378 3.088
C -3.570 1.394 0.893
C -4.053 0.286 0.016
C -5.403 -0.074 0.052
C -5.870 -1.139 -0.693
C -4.977 -1.854 -1.478
C -3.651 -1.464 -1.545
C -3.152 -0.368 -0.823
H -3.154 -0.567 3.702
H -2.249 -0.612 2.162
H -3.974 -1.042 2.182
H -2.829 1.580 2.800
H -5.629 0.728 2.732
H -5.072 2.417 2.876
H -4.689 1.231 4.156
H -2.528 1.605 0.660
H -4.140 2.317 0.799
H -6.108 0.499 0.644
H -6.918 -1.406 -0.666
H -5.320 -2.702 -2.057
H -2.983 -2.036 -2.179
```



(2)
ORCA calculation (ωB97M-V/def2-TZVPD) on a cluster of 8 separate species, C30H51N3O15 in total.

Results
ΔE to the lowest compared entry with this formula, charge and spin	144.5	kJ/mol
gap between HOMO and LUMO	0.3830	Ha
E_HOMO	-10.171	eV

Structure (XYZ):
```
99
C30H51N3O15 (ωB97M-V/def2-TZVPD)
C 0.136 -0.500 -1.605
C -0.651 -1.762 -1.567
C 0.173 -2.964 -1.909
O 0.428 -3.573 -0.649
C -0.317 -2.959 0.250
O -0.321 -3.215 1.485
O -1.095 -2.057 -0.299
H 0.419 -0.384 -2.642
H 0.984 -0.439 -0.924
H -0.471 0.337 -1.450
H -1.447 -1.754 -2.291
H 1.154 -2.790 -2.317
H -0.264 -3.806 -2.495
C 2.193 -0.686 -5.019
C 0.932 -1.263 -5.697
C 0.750 -2.797 -5.746
O -0.560 -3.015 -5.346
C -1.178 -1.917 -5.053
O -2.354 -1.848 -4.766
O -0.276 -0.893 -5.124
H 2.609 0.166 -5.459
H 3.044 -1.338 -5.309
H 2.020 -0.533 -3.961
H 1.087 -0.822 -6.675
H 1.517 -3.272 -5.104
H 0.940 -3.130 -6.888
C -2.762 -1.529 3.957
C -3.778 -0.689 3.115
C -3.547 -0.586 1.649
O -4.323 -1.615 1.151
C -5.161 -2.193 2.010
O -5.819 -3.123 1.718
O -4.991 -1.522 3.164
H -2.316 -2.448 3.520
H -3.092 -1.848 4.957
H -1.928 -0.891 4.301
H -4.017 0.310 3.408
H -2.412 -0.628 1.396
H -3.812 0.428 1.322
C -3.113 0.271 -2.761
O -3.128 1.018 -1.594
C -2.724 2.161 -1.545
O -2.064 2.719 -2.644
O -2.702 2.750 -0.398
C -2.667 4.153 -0.401
H -3.779 0.463 -3.622
H -3.411 -0.741 -2.497
H -2.097 0.086 -3.105
H -1.743 4.533 -0.653
H -2.927 4.542 0.597
H -3.384 4.481 -1.176
C -0.573 2.128 1.927
O -1.630 1.766 2.870
C -1.856 2.659 3.806
O -1.127 3.917 3.847
O -2.731 2.349 4.706
C -3.005 3.283 5.758
H -0.567 1.266 1.259
H 0.462 2.144 2.385
H -0.762 3.128 1.442
H -3.234 4.179 5.198
H -2.083 3.448 6.370
H -3.791 3.069 6.361
C 4.656 -2.679 0.717
C 3.508 -1.922 0.069
C 3.850 -1.341 -1.314
C 3.708 -2.338 -2.383
N 3.572 -3.058 -3.259
H 4.218 -3.264 1.543
H 5.398 -1.989 1.016
H 4.822 -3.400 -0.041
H 3.143 -1.235 0.732
H 2.733 -2.618 -0.149
H 4.850 -0.846 -1.277
H 3.104 -0.627 -1.557
C 1.105 4.515 -1.283
C 2.361 4.121 -2.068
C 2.602 2.520 -2.086
C 2.525 1.930 -0.765
N 2.488 1.482 0.281
H 1.003 4.022 -0.265
H 0.210 4.202 -1.890
H 1.050 5.560 -1.056
H 3.155 4.667 -1.550
H 2.296 4.620 -3.010
H 3.608 2.349 -2.302
H 1.979 1.882 -2.799
C 2.363 -0.054 3.423
C 1.081 -0.764 3.816
C 1.249 -1.710 4.984
C 2.437 -2.523 4.714
N 3.354 -3.169 4.533
H 2.095 0.670 2.664
H 3.198 -0.707 3.115
H 2.773 0.502 4.171
H 0.727 -1.418 3.060
H 0.277 -0.048 4.060
H 0.338 -2.371 5.080
H 1.294 -1.155 5.870
```



(3)
ORCA calculation (ωB97M-V/def2-TZVPD) on the ion C18H23Br2IN4OP with charge +1.

Results
net charge	+1
gap between HOMO and LUMO	0.3046	Ha
E_HOMO	-11.371	eV

Structure (XYZ):
```
50
C18H23Br2IN4OP (ωB97M-V/def2-TZVPD)
C -5.787 -0.692 -2.774
C -4.677 -0.292 -1.841
Br -5.117 1.177 -0.667
C -3.463 -0.851 -1.784
Br -3.060 -2.264 -3.032
C -2.404 -0.472 -0.822
C -2.477 -0.576 0.522
P -3.739 -1.130 1.732
N -3.224 -0.604 3.134
N -1.295 -0.152 1.085
C -0.501 0.200 0.075
C 0.892 0.666 0.478
C 1.651 1.563 -0.529
C 3.057 1.889 0.055
O 4.052 1.798 -0.624
N 3.153 2.340 1.416
C 3.666 1.363 2.333
C 2.854 0.634 3.187
C 3.370 -0.290 4.071
C 4.729 -0.517 4.161
C 5.547 0.228 3.329
C 5.024 1.130 2.435
N -1.114 0.024 -1.084
C -0.555 0.298 -2.410
C 0.430 -0.780 -2.964
C 0.182 -1.009 -4.491
I 0.397 -2.660 -1.919
H -6.719 -0.658 -2.189
H -5.921 0.000 -3.612
H -5.699 -1.721 -3.130
H -3.779 -2.543 1.761
H -5.002 -0.565 1.485
H -3.056 -1.375 3.772
H -1.079 -0.144 2.078
H 0.753 1.265 1.384
H 1.507 -0.206 0.744
H 1.762 1.109 -1.511
H 1.123 2.527 -0.603
H 2.303 2.777 1.751
H 1.771 0.761 3.220
H 2.681 -0.846 4.706
H 5.104 -1.231 4.888
H 6.618 0.065 3.431
H 5.746 1.672 1.825
H -0.126 1.304 -2.434
H -1.418 0.349 -3.086
H 1.449 -0.385 -2.894
H 0.012 -2.062 -4.730
H 1.057 -0.679 -5.065
H -0.674 -0.433 -4.863
```



(4)
ORCA calculation (ωB97M-V/def2-TZVPD) on an isolated molecule of C3H4.

Results
ΔE to the lowest compared entry with this formula, charge and spin	16.4	kJ/mol
gap between HOMO and LUMO	0.4028	Ha
E_HOMO	-9.874	eV

Structure (XYZ):
```
7
C3H4 (ωB97M-V/def2-TZVPD)
C 0.946 0.035 -0.021
C -0.526 0.006 0.028
C -1.758 0.041 -0.011
H 1.384 -0.797 -0.639
H 1.353 1.031 -0.266
H 1.404 -0.249 0.925
H -2.802 -0.067 -0.016
```



(5)
ORCA calculation (ωB97M-V/def2-TZVPD) on a cluster of 2 separate species, C4H12N3O in total.

Results
net charge	+1
ΔE to the lowest compared entry with this formula, charge and spin	419.6	kJ/mol
gap between HOMO and LUMO	0.3691	Ha
E_HOMO	-13.411	eV

Structure (XYZ):
```
20
C4H12N3O (ωB97M-V/def2-TZVPD)
C 0.107 0.111 2.265
C 0.293 0.873 -1.136
C 1.172 -1.853 1.659
C -1.510 -0.252 -2.399
N 0.343 -0.678 1.313
N 0.652 1.984 -0.392
N -0.950 0.845 -1.639
O -0.154 -0.564 0.154
H -0.361 1.003 2.100
H 0.391 -0.113 3.355
H 1.086 0.272 -1.539
H 2.126 -1.484 1.931
H 0.754 -2.048 2.613
H 0.989 -2.616 0.954
H -2.091 0.087 -3.391
H -0.643 -0.868 -2.727
H -2.209 -0.906 -1.890
H -0.002 2.722 0.067
H 1.597 2.077 -0.114
H -1.590 1.410 -1.184
```



(6)
ORCA calculation (ωB97M-V/def2-TZVPD) on a cluster of 17 separate species, C36H73Cl30N3O3 in total.

Results
gap between HOMO and LUMO	0.3190	Ha
E_HOMO	-8.772	eV

Structure (XYZ):
```
145
C36H73Cl30N3O3 (ωB97M-V/def2-TZVPD)
Cl -0.274 4.467 0.355
C -1.403 4.361 -1.002
C -1.295 3.079 -1.746
Cl 0.348 2.555 -2.141
H -1.207 5.194 -1.676
H -2.336 4.585 -0.483
H -1.846 3.070 -2.687
H -1.719 2.247 -1.183
Cl -6.115 -1.390 -5.741
C -4.347 -1.773 -5.522
C -4.114 -3.063 -4.618
Cl -2.337 -3.289 -4.352
H -3.764 -0.943 -5.123
H -3.926 -1.853 -6.525
H -4.410 -3.985 -5.120
H -4.564 -2.973 -3.630
Cl -1.372 -1.313 -0.500
C 0.311 -0.712 -0.333
C 0.518 0.283 0.812
Cl 2.056 1.176 0.889
H 0.447 -0.116 -1.235
H 0.989 -1.560 -0.227
H 0.390 -0.176 1.792
H -0.229 1.061 0.648
Cl 6.374 3.342 0.700
C 7.896 2.735 1.356
C 8.558 1.736 0.474
Cl 8.945 2.462 -1.046
H 7.723 2.314 2.347
H 8.537 3.606 1.489
H 7.919 0.874 0.284
H 9.484 1.350 0.898
Cl -0.826 -0.050 4.346
C 0.730 -0.393 5.134
C 0.629 -0.371 6.670
Cl 2.020 -1.214 7.292
H 1.453 0.191 4.564
H 0.989 -1.403 4.817
H -0.305 -0.863 6.941
H 0.583 0.691 6.911
Cl -2.480 -2.614 5.493
C -1.377 -4.031 5.606
C -1.401 -4.810 4.225
Cl -0.868 -3.849 2.887
H -1.566 -4.703 6.443
H -0.358 -3.645 5.646
H -2.387 -5.226 4.019
H -0.685 -5.626 4.129
Cl -0.153 -0.854 -6.835
C 1.239 -0.400 -5.900
C 2.393 0.110 -6.799
Cl 2.968 -1.304 -7.715
H 1.481 -1.299 -5.333
H 0.932 0.335 -5.156
H 3.236 0.481 -6.216
H 2.056 0.878 -7.495
Cl 1.271 -2.630 -3.000
C 0.929 -4.316 -2.832
C 2.108 -4.952 -2.113
Cl 1.849 -4.648 -0.300
H 0.759 -4.735 -3.823
H -0.031 -4.366 -2.318
H 3.078 -4.553 -2.408
H 2.097 -6.020 -2.328
Cl -5.670 -0.701 -1.914
C -4.755 0.770 -2.303
C -5.604 2.020 -1.921
Cl -4.557 3.476 -2.029
H -4.595 0.700 -3.379
H -3.825 0.667 -1.743
H -5.928 1.978 -0.881
H -6.419 2.231 -2.614
Cl -3.252 1.751 0.946
C -3.768 2.932 2.220
C -4.977 2.342 2.914
Cl -4.501 1.034 3.957
H -3.968 3.862 1.689
H -2.971 3.194 2.915
H -5.713 2.042 2.168
H -5.404 3.132 3.532
Cl -1.781 1.930 -5.093
C -1.515 2.521 -6.743
C -2.782 2.434 -7.557
Cl -2.517 2.903 -9.225
H -0.794 1.886 -7.257
H -1.141 3.540 -6.643
H -3.603 2.973 -7.085
H -3.110 1.397 -7.629
Cl 2.220 -5.106 5.682
C 3.614 -4.748 4.557
C 3.184 -4.164 3.198
Cl 2.751 -2.411 3.244
H 4.014 -5.752 4.414
H 4.382 -4.184 5.087
H 2.352 -4.709 2.750
H 3.964 -4.206 2.438
Cl 1.189 4.759 3.651
C -0.059 3.541 4.051
C -0.209 3.456 5.551
Cl 1.274 3.083 6.458
H 0.320 2.612 3.626
H -1.017 3.732 3.568
H -1.001 2.825 5.954
H -0.529 4.426 5.931
C 5.203 0.011 0.769
O 6.085 -0.326 1.548
N 4.751 -0.742 -0.247
C 4.039 0.001 -1.325
C 4.923 -2.191 -0.379
H 4.663 0.970 0.793
H 4.725 -0.158 -2.157
H 3.858 1.075 -1.277
H 3.066 -0.445 -1.530
H 5.540 -2.536 -1.209
H 5.327 -2.610 0.543
H 3.917 -2.572 -0.553
C 3.427 6.471 1.354
O 3.406 7.571 1.920
N 3.660 6.328 0.054
C 3.583 5.042 -0.690
C 3.778 7.448 -0.805
H 3.093 5.506 1.763
H 3.943 4.187 -0.117
H 4.268 5.201 -1.523
H 2.581 4.746 -0.999
H 2.820 7.710 -1.252
H 4.202 8.375 -0.418
H 4.445 7.212 -1.634
C -6.257 -2.659 0.948
O -7.269 -3.199 1.381
N -5.172 -2.413 1.774
C -3.844 -2.093 1.178
C -5.195 -2.575 3.220
H -6.055 -2.456 -0.115
H -3.109 -2.890 1.289
H -3.396 -1.328 1.812
H -3.959 -1.806 0.133
H -4.633 -3.479 3.452
H -4.677 -1.735 3.683
H -6.218 -2.638 3.591
C -3.692 -6.447 -0.626
Cl -4.793 -7.532 0.296
Cl -3.141 -7.420 -1.998
Cl -4.481 -4.888 -1.182
Cl -2.307 -6.046 0.346
```



(7)
ORCA calculation (ωB97M-V/def2-TZVPD) on a structure of composition C15H32HfNO2P2.

Results
net charge	+3
ΔE to the lowest compared entry with this formula, charge and spin	221.2	kJ/mol
gap between HOMO and LUMO	0.2141	Ha
E_HOMO	-18.117	eV

Structure (XYZ):
```
53
C15H32HfNO2P2 (ωB97M-V/def2-TZVPD)
Hf -0.300 -0.401 0.682
P -2.071 1.620 0.161
C -2.622 0.534 -1.255
C -1.466 0.177 -2.178
N -0.339 -0.294 -1.602
C 0.714 -0.719 -2.322
C 0.668 -0.629 -3.708
C -0.476 -0.179 -4.342
C -1.572 0.212 -3.574
C 1.924 -1.282 -1.628
P 1.626 -1.906 0.146
H -2.507 0.535 -4.032
H 1.527 -0.942 -4.280
H -0.549 -0.140 -5.441
H 2.316 -2.142 -2.195
H 2.736 -0.534 -1.589
H -3.012 -0.414 -0.787
H -3.365 1.096 -1.832
H -1.602 -3.518 1.670
O -1.843 -1.608 0.489
H -2.690 -1.960 0.104
H -0.095 -2.555 1.433
O -0.773 -3.393 2.171
H -0.997 -2.849 3.023
C 1.499 -3.682 -0.183
H 2.360 -3.985 -0.796
H 1.537 -4.252 0.761
H 0.586 -3.915 -0.749
C 3.317 -1.753 0.815
H 3.265 -1.798 1.912
H 3.940 -2.581 0.448
H 3.775 -0.797 0.523
C -1.822 3.203 -0.698
H -2.761 3.537 -1.154
H -1.507 3.982 0.007
H -1.063 3.123 -1.484
C -3.601 1.799 1.076
H -3.395 2.312 2.015
H -4.341 2.384 0.531
H -4.021 0.821 1.311
C 0.845 0.667 2.919
C 0.888 1.851 1.950
C 2.058 2.833 2.291
C 1.002 1.390 0.479
H 1.845 0.235 3.045
H 0.081 -0.147 2.700
H 0.507 1.052 3.891
H -0.030 2.460 2.096
H 3.036 2.342 2.150
H 2.024 3.729 1.644
H 1.981 3.178 3.336
H 0.719 2.194 -0.215
H 2.045 1.112 0.266
```



- Among the records above, which one has the highest gap between HOMO and LUMO?
  C3H4